No. 1
Here is a molecular structure, C21H14CoN4O4S from the Open Molecules 2025 dataset. Energies are from ωB97M-V with the def2-TZVPD basis set.

Gap between HOMO and LUMO (alpha / beta)   7.5 / 7.5 eV
Total energy   -84618.6053 eV
Net charge   -1
HOMO energy (alpha / beta)   -5.227 / -5.228 eV
Multiplicity   1

```
45
Properties=species:S:1:pos:R:3:mulliken_charge:R:1
Co -0.54 -1.03 -0.89 -0.5405
O 3.71 -1.40 -1.90 -0.7209
C 4.16 -1.14 -0.65 0.3355
C 5.54 -1.14 -0.46 -0.6868
C 6.08 -0.89 0.79 -0.2805
C 5.24 -0.63 1.87 -0.7713
C 3.87 -0.64 1.69 -0.3557
C 3.31 -0.89 0.44 0.1494
C 1.84 -0.89 0.26 1.1545
O 1.37 -1.08 -0.94 -0.9418
N 1.08 -0.67 1.29 -1.1134
N -0.25 -0.72 0.90 0.8172
C -1.13 -0.54 1.81 -0.0185
C -2.55 -0.58 1.59 0.5094
C -3.40 -0.27 2.66 -0.7655
C -4.77 -0.32 2.54 -0.6337
C -5.31 -0.71 1.31 -0.3758
C -4.51 -1.03 0.24 -0.4672
C -3.09 -0.97 0.33 0.3379
O -2.39 -1.29 -0.71 -0.7999
H 2.73 -1.35 -1.87 0.4360
H 6.17 -1.34 -1.32 0.4309
H 7.15 -0.89 0.92 0.3607
H 5.66 -0.43 2.85 0.3854
H 3.20 -0.44 2.51 0.4635
H -0.76 -0.37 2.82 0.3807
H -2.95 0.02 3.60 0.3209
H -5.41 -0.07 3.37 0.3858
H -6.39 -0.77 1.19 0.3549
H -4.92 -1.34 -0.71 0.4569
N -1.21 6.17 -1.82 -0.5780
C -1.09 5.04 -1.67 0.0714
C -0.95 3.62 -1.48 0.4919
C -2.00 2.76 -1.76 -0.9336
C -1.86 1.40 -1.57 -0.1571
C -0.67 0.85 -1.09 1.1021
C 0.39 1.73 -0.82 0.2771
C 0.25 3.10 -1.00 -1.1337
H -2.94 3.16 -2.13 0.4411
H -2.69 0.75 -1.81 0.4661
H 1.34 1.37 -0.45 0.1994
H 1.08 3.76 -0.79 0.4486
O -0.87 -4.59 -3.19 -0.5544
S -0.92 -3.16 -3.50 0.1169
N -0.62 -2.17 -2.46 -0.0660
```

---

No. 2
Here is a molecular structure, C21H14N2O5PdS in a non-equilibrium geometry from the Open Molecules 2025 dataset. Energies are from ωB97M-V with the def2-TZVPD basis set.

Gap between HOMO and LUMO (alpha / beta)   6.0 / 6.2 eV
Total energy   -49538.1342 eV
Net charge   -2
HOMO energy (alpha / beta)   -1.091 / -1.329 eV
Multiplicity   3

```
44
Properties=species:S:1:pos:R:3:mulliken_spin:R:1
Pd -1.43 0.03 -0.22 1.4102
O 2.39 -2.15 -3.35 -0.0015
C 2.67 -0.87 -3.53 -0.0015
C 3.70 -0.58 -4.46 0.0018
C 4.14 0.72 -4.64 -0.0007
C 3.53 1.74 -3.93 0.0005
C 2.49 1.45 -3.07 0.0012
C 2.04 0.18 -2.83 0.0060
C 0.85 -0.09 -1.94 0.0210
O 0.11 0.82 -1.54 0.0415
N 0.69 -1.40 -1.66 0.0223
N -0.38 -1.69 -0.83 0.0066
C -0.32 -2.80 -0.24 0.0238
C -1.28 -3.31 0.75 -0.0072
C -1.22 -4.65 1.14 0.0042
C -2.06 -5.26 2.07 0.0027
C -2.95 -4.37 2.73 0.0033
C -3.00 -3.05 2.44 0.0116
C -2.30 -2.46 1.31 0.0217
O -2.68 -1.29 0.95 0.0732
H 1.66 -2.12 -2.61 -0.0014
H 4.09 -1.43 -4.97 -0.0001
H 4.96 0.85 -5.33 -0.0001
H 3.82 2.79 -4.12 0.0000
H 1.99 2.28 -2.55 -0.0006
H 0.54 -3.45 -0.46 0.0040
H -0.44 -5.23 0.64 -0.0002
H -2.03 -6.30 2.31 0.0004
H -3.58 -4.83 3.49 0.0005
H -3.65 -2.38 3.00 0.0002
O 1.33 1.25 2.49 0.0292
C 0.20 1.37 2.04 0.0061
O -0.47 0.35 1.60 0.1353
C -0.47 2.73 2.12 0.0070
C 0.10 3.71 2.95 -0.0024
C -0.46 4.94 3.15 -0.0005
C -1.66 5.26 2.50 0.0010
C -2.22 4.34 1.66 -0.0047
C -1.68 3.04 1.44 -0.0246
S -2.66 2.00 0.37 0.2117
H 1.00 3.38 3.44 0.0011
H -0.03 5.64 3.86 0.0000
H -2.16 6.23 2.63 -0.0004
H -3.18 4.59 1.18 -0.0024
```

---

No. 3
Here is 2 unconnected molecules or ions with the total composition C21H14NO5S2 in a non-equilibrium geometry from the Open Molecules 2025 dataset. Energies are from ωB97M-V with the def2-TZVPD basis set.

Gap between HOMO and LUMO   5.1 eV
Total energy   -55400.7473 eV
Net charge   -1
HOMO energy   -3.514 eV
Multiplicity   1

```
43
Properties=species:S:1:pos:R:3:mulliken_charge:R:1
O 1.31 -3.44 0.72 -0.7969
C 1.90 -2.62 0.02 0.3118
C 2.90 -1.75 0.58 -0.5331
C 3.49 -0.80 -0.19 -0.5077
C 3.16 -0.66 -1.55 0.1825
C 3.76 0.32 -2.31 0.2741
N 4.27 1.15 -2.95 -0.6635
C 2.22 -1.53 -2.12 -0.4946
C 1.61 -2.49 -1.38 -0.3765
H 3.15 -1.86 1.62 0.4081
H 4.22 -0.13 0.23 0.3900
H 1.98 -1.41 -3.16 0.3860
H 0.89 -3.15 -1.81 0.4408
C -7.04 -6.94 1.94 -0.5952
C -6.39 -6.02 2.75 -0.7584
C -5.07 -5.72 2.50 0.5916
C -4.40 -6.32 1.47 0.2054
C -5.03 -7.24 0.67 -0.6971
C -6.36 -7.55 0.90 -0.5473
S -2.68 -5.83 1.23 1.1175
O -1.78 -6.90 1.80 -0.6210
O -2.54 -5.33 -0.19 -0.6199
C -2.81 -4.42 2.32 -0.4065
C -1.98 -3.40 2.24 -0.0544
C -2.09 -2.17 3.06 0.1493
C -2.09 -2.23 4.45 -0.0301
C -2.31 -1.10 5.20 -0.6249
C -2.54 0.11 4.59 -0.3476
C -2.54 0.19 3.21 -0.5715
C -2.32 -0.94 2.45 -0.4161
S -4.18 -4.51 3.47 1.1805
O -4.94 -3.21 3.45 -0.6058
O -3.68 -5.07 4.78 -0.6236
H -8.08 -7.17 2.12 0.3916
H -6.91 -5.54 3.57 0.4491
H -4.49 -7.71 -0.14 0.4466
H -6.87 -8.26 0.28 0.3906
H -1.17 -3.45 1.52 0.4899
H -1.95 -3.19 4.93 0.4632
H -2.32 -1.17 6.28 0.3866
H -2.74 0.98 5.18 0.3826
H -2.73 1.13 2.73 0.3815
H -2.35 -0.88 1.38 0.4724
```

---

No. 4
Here is a single C21H15BrClNO2S2 molecule in a non-equilibrium geometry from the Open Molecules 2025 dataset. Energies are from ωB97M-V with the def2-TZVPD basis set.

Gap between HOMO and LUMO   8.9 eV
Structure (SMILES)   O=C1N[C@](c2ccsc2)(c2cccc(Br)c2)CC(O)=C1Sc1ccccc1Cl
Total energy   -131838.8752 eV
Net charge   0
HOMO energy   -8.436 eV
Multiplicity   1

```
43
Properties=species:S:1:pos:R:3:mulliken_charge:R:1
O -3.10 0.42 1.17 -0.7223
C -2.01 -0.10 0.99 -0.1924
N -1.17 0.01 2.06 -0.1007
C 0.27 0.08 1.80 2.5914
C 1.06 0.01 3.04 -0.9897
C 0.92 0.99 4.11 -1.1692
C 1.49 0.52 5.25 -0.3135
S 2.50 -0.87 4.98 -0.1957
C 1.93 -0.97 3.40 -0.1131
C 0.56 1.49 1.22 -0.4074
C -0.33 2.59 1.03 -0.1253
C 0.15 3.85 0.48 -0.6994
C 1.46 3.90 0.01 -0.2251
C 2.25 2.77 0.07 -0.3457
Br 3.75 2.58 -1.10 -0.2051
C 1.92 1.62 0.80 -0.2878
C 0.55 -0.99 0.88 -0.9517
C -0.22 -0.86 -0.42 0.0287
O 0.40 -1.21 -1.64 -0.5706
C -1.54 -0.43 -0.34 0.5516
S -2.59 -0.07 -1.79 -0.1055
C -2.04 -1.20 -3.01 -0.1995
C -1.28 -0.78 -4.06 -0.2974
C -0.73 -1.72 -5.01 -0.4326
C -0.82 -3.04 -4.85 -0.5849
C -1.60 -3.48 -3.77 -0.4172
C -2.23 -2.63 -2.87 0.7331
Cl -3.04 -3.26 -1.47 -0.1527
H -1.52 0.15 3.01 0.3052
H 0.28 1.85 4.10 0.4293
H 1.28 0.94 6.20 0.4697
H 2.17 -1.87 2.80 0.3128
H -1.32 2.56 1.49 0.4271
H -0.61 4.67 0.48 0.3757
H 1.69 4.82 -0.62 0.3040
H 2.66 0.79 1.05 0.4817
H 0.31 -2.01 1.29 0.5979
H 1.61 -0.94 0.61 0.4524
H -0.11 -0.77 -2.39 0.2737
H -0.82 0.18 -4.19 0.4442
H -0.10 -1.33 -5.85 0.2566
H -0.33 -3.78 -5.49 0.3869
H -1.69 -4.51 -3.47 0.3825
```

---

Copy entry 2 word for word.
Here is a molecular structure, C21H14N2O5PdS in a non-equilibrium geometry from the Open Molecules 2025 dataset. Energies are from ωB97M-V with the def2-TZVPD basis set.

Gap between HOMO and LUMO (alpha / beta)   6.0 / 6.2 eV
Total energy   -49538.1342 eV
Net charge   -2
HOMO energy (alpha / beta)   -1.091 / -1.329 eV
Multiplicity   3

```
44
Properties=species:S:1:pos:R:3:mulliken_spin:R:1
Pd -1.43 0.03 -0.22 1.4102
O 2.39 -2.15 -3.35 -0.0015
C 2.67 -0.87 -3.53 -0.0015
C 3.70 -0.58 -4.46 0.0018
C 4.14 0.72 -4.64 -0.0007
C 3.53 1.74 -3.93 0.0005
C 2.49 1.45 -3.07 0.0012
C 2.04 0.18 -2.83 0.0060
C 0.85 -0.09 -1.94 0.0210
O 0.11 0.82 -1.54 0.0415
N 0.69 -1.40 -1.66 0.0223
N -0.38 -1.69 -0.83 0.0066
C -0.32 -2.80 -0.24 0.0238
C -1.28 -3.31 0.75 -0.0072
C -1.22 -4.65 1.14 0.0042
C -2.06 -5.26 2.07 0.0027
C -2.95 -4.37 2.73 0.0033
C -3.00 -3.05 2.44 0.0116
C -2.30 -2.46 1.31 0.0217
O -2.68 -1.29 0.95 0.0732
H 1.66 -2.12 -2.61 -0.0014
H 4.09 -1.43 -4.97 -0.0001
H 4.96 0.85 -5.33 -0.0001
H 3.82 2.79 -4.12 0.0000
H 1.99 2.28 -2.55 -0.0006
H 0.54 -3.45 -0.46 0.0040
H -0.44 -5.23 0.64 -0.0002
H -2.03 -6.30 2.31 0.0004
H -3.58 -4.83 3.49 0.0005
H -3.65 -2.38 3.00 0.0002
O 1.33 1.25 2.49 0.0292
C 0.20 1.37 2.04 0.0061
O -0.47 0.35 1.60 0.1353
C -0.47 2.73 2.12 0.0070
C 0.10 3.71 2.95 -0.0024
C -0.46 4.94 3.15 -0.0005
C -1.66 5.26 2.50 0.0010
C -2.22 4.34 1.66 -0.0047
C -1.68 3.04 1.44 -0.0246
S -2.66 2.00 0.37 0.2117
H 1.00 3.38 3.44 0.0011
H -0.03 5.64 3.86 0.0000
H -2.16 6.23 2.63 -0.0004
H -3.18 4.59 1.18 -0.0024
```

---

Question: What is the net charge in the second record?
Answer: -2

---

Copy entry 2 word for word.
Here is a molecular structure, C21H14N2O5PdS in a non-equilibrium geometry from the Open Molecules 2025 dataset. Energies are from ωB97M-V with the def2-TZVPD basis set.

Gap between HOMO and LUMO (alpha / beta)   6.0 / 6.2 eV
Total energy   -49538.1342 eV
Net charge   -2
HOMO energy (alpha / beta)   -1.091 / -1.329 eV
Multiplicity   3

```
44
Properties=species:S:1:pos:R:3:mulliken_spin:R:1
Pd -1.43 0.03 -0.22 1.4102
O 2.39 -2.15 -3.35 -0.0015
C 2.67 -0.87 -3.53 -0.0015
C 3.70 -0.58 -4.46 0.0018
C 4.14 0.72 -4.64 -0.0007
C 3.53 1.74 -3.93 0.0005
C 2.49 1.45 -3.07 0.0012
C 2.04 0.18 -2.83 0.0060
C 0.85 -0.09 -1.94 0.0210
O 0.11 0.82 -1.54 0.0415
N 0.69 -1.40 -1.66 0.0223
N -0.38 -1.69 -0.83 0.0066
C -0.32 -2.80 -0.24 0.0238
C -1.28 -3.31 0.75 -0.0072
C -1.22 -4.65 1.14 0.0042
C -2.06 -5.26 2.07 0.0027
C -2.95 -4.37 2.73 0.0033
C -3.00 -3.05 2.44 0.0116
C -2.30 -2.46 1.31 0.0217
O -2.68 -1.29 0.95 0.0732
H 1.66 -2.12 -2.61 -0.0014
H 4.09 -1.43 -4.97 -0.0001
H 4.96 0.85 -5.33 -0.0001
H 3.82 2.79 -4.12 0.0000
H 1.99 2.28 -2.55 -0.0006
H 0.54 -3.45 -0.46 0.0040
H -0.44 -5.23 0.64 -0.0002
H -2.03 -6.30 2.31 0.0004
H -3.58 -4.83 3.49 0.0005
H -3.65 -2.38 3.00 0.0002
O 1.33 1.25 2.49 0.0292
C 0.20 1.37 2.04 0.0061
O -0.47 0.35 1.60 0.1353
C -0.47 2.73 2.12 0.0070
C 0.10 3.71 2.95 -0.0024
C -0.46 4.94 3.15 -0.0005
C -1.66 5.26 2.50 0.0010
C -2.22 4.34 1.66 -0.0047
C -1.68 3.04 1.44 -0.0246
S -2.66 2.00 0.37 0.2117
H 1.00 3.38 3.44 0.0011
H -0.03 5.64 3.86 0.0000
H -2.16 6.23 2.63 -0.0004
H -3.18 4.59 1.18 -0.0024
```